Record 1
151
Properties=species:S:1:pos:R:3 method="wB97M-V/def2-TZVPD" lumo_energy_ev=0.3221 homo_lumo_gap_ha=0.3352 e_homo_ev=-8.80
C 4.1821 -2.6628 -1.9220
C 3.0467 -1.9562 -1.2352
C 3.4578 -0.6296 -0.5877
O 2.2646 -0.0775 -0.2168
C 2.3211 1.1973 0.5106
N 2.0411 -1.8701 -2.2413
H 5.0725 -2.7300 -1.2968
H 4.4861 -2.1507 -2.8349
H 3.8077 -3.6546 -2.1755
H 2.5969 -2.6492 -0.5242
H 3.9330 0.0421 -1.3026
H 4.0640 -0.7935 0.3032
H 2.6534 0.8737 1.4970
H 1.2824 1.5237 0.5617
H 2.9360 1.9660 0.0425
H 1.2410 -1.4751 -1.7681
H 2.3531 -1.2902 -3.0071
C 1.1590 1.1822 5.9376
C -0.3262 0.6977 5.6934
C -0.9242 1.4089 4.4563
O -2.0337 0.7332 3.8878
C -3.1438 0.8452 4.7339
N -0.2168 -0.6491 5.3052
H 1.1946 2.2709 5.8977
H 1.9165 0.9661 5.1842
H 1.6241 0.8754 6.8744
H -0.8564 0.8811 6.6279
H -0.2914 1.3935 3.5690
H -1.0726 2.4671 4.6718
H -2.9080 0.6454 5.7792
H -4.0222 0.2625 4.4565
H -3.3690 1.9072 4.6365
H -1.0667 -0.8701 4.8062
H 0.5194 -0.7173 4.6172
C 3.5974 3.7035 -3.0758
C 4.6775 4.2441 -4.0958
C 6.1286 3.7847 -3.7276
O 6.4381 4.4511 -2.5288
C 7.8377 4.3276 -2.3338
N 4.3688 3.5834 -5.3117
H 3.8275 3.9257 -2.0338
H 3.5697 2.6146 -3.1147
H 2.5825 4.0517 -3.2674
H 4.6729 5.3295 -4.1959
H 6.7098 4.1136 -4.5891
H 6.2039 2.7050 -3.5990
H 8.1409 4.3738 -1.2879
H 8.4589 5.0543 -2.8576
H 8.1806 3.3445 -2.6565
H 3.3915 3.6836 -5.5459
H 4.5216 2.5995 -5.1422
C 5.3917 -0.9661 5.2691
C 4.1205 -1.4423 6.0008
C 3.2849 -2.2568 4.9634
O 2.7445 -1.3717 4.0101
C 1.9443 -2.0587 2.9962
N 4.5154 -2.3611 7.0811
H 6.1957 -0.5949 5.9047
H 5.1534 -0.2183 4.5127
H 5.8264 -1.7543 4.6543
H 3.6196 -0.5573 6.3932
H 2.4201 -2.7185 5.4399
H 3.8777 -3.0527 4.5127
H 1.5611 -1.3416 2.2702
H 1.1527 -2.5153 3.5903
H 2.3487 -2.8751 2.3978
H 5.1386 -3.0188 6.6347
H 5.1253 -1.7722 7.6299
C -1.1894 0.1606 -4.4712
C -0.5627 1.5875 -4.2922
C -1.6306 2.6712 -3.9772
O -2.6014 3.0104 -5.0108
C -3.7706 3.4780 -4.4470
N 0.4215 1.5286 -3.2330
H -1.6351 -0.1546 -3.5277
H -0.4052 -0.5788 -4.6341
H -1.8225 0.1979 -5.3577
H -0.0991 1.9117 -5.2239
H -1.0712 3.5847 -3.7757
H -2.0176 2.3331 -3.0160
H -4.4142 2.6214 -4.2467
H -4.3189 4.1675 -5.0889
H -3.7323 4.0709 -3.5332
H 0.1433 0.8058 -2.5848
H 0.2897 2.3498 -2.6599
C -3.3422 -3.2867 4.2853
C -2.4086 -3.9324 3.2539
C -2.2110 -3.1106 1.9779
O -3.5248 -3.1119 1.3440
C -3.4672 -2.7791 -0.0351
N -1.1533 -4.3164 3.8328
H -4.3789 -3.5452 4.0696
H -3.0826 -2.2398 4.4421
H -3.1774 -3.8148 5.2245
H -2.8729 -4.8923 3.0276
H -1.3707 -3.4847 1.3930
H -2.0069 -2.0687 2.2249
H -2.5356 -3.1407 -0.4704
H -3.4454 -1.6986 -0.1764
H -4.3275 -3.2123 -0.5452
H -0.6815 -3.4597 4.0848
H -0.5466 -4.6373 3.0918
C -4.0859 1.3685 0.8116
C -2.5759 1.3583 0.3284
C -1.7939 2.7049 0.1744
O -0.5817 2.4826 -0.6158
C 0.2617 3.5774 -0.6998
N -1.9404 0.3654 1.1367
H -4.1654 1.8176 1.8015
H -4.5610 0.3883 0.7713
H -4.5655 2.0089 0.0713
H -2.5717 0.9360 -0.6765
H -1.5041 3.1844 1.1094
H -2.3636 3.4264 -0.4111
H 1.0870 3.3354 -1.3695
H 0.7681 3.8440 0.2279
H -0.2769 4.3932 -1.1820
H -2.0124 0.7919 2.0493
H -2.5969 -0.3965 1.2292
C -5.2803 -0.8529 -4.1613
C -5.2088 -1.3473 -2.7660
C -6.0409 -0.4127 -1.8236
O -5.5989 0.9550 -2.1624
C -6.5490 1.9004 -1.7228
N -5.7612 -2.6776 -2.7590
H -4.6383 0.0223 -4.2606
H -6.3168 -0.6170 -4.4024
H -4.8635 -1.6058 -4.8303
H -4.1800 -1.3609 -2.4062
H -5.8245 -0.5314 -0.7619
H -7.1153 -0.5368 -1.9593
H -6.9669 1.7689 -0.7247
H -7.4115 1.8042 -2.3822
H -6.1966 2.9158 -1.9039
H -5.7805 -3.2079 -1.8996
H -6.6891 -2.7736 -3.1460
O 2.1138 -0.2673 -4.8179
H 1.6065 0.3629 -4.3063
H 2.9636 0.1548 -4.9442
O 1.0219 -3.6210 -4.2606
H 1.1497 -2.9063 -3.6368
H 0.4051 -4.2106 -3.8269
O 0.3382 -4.0219 -0.8382
H -0.3074 -4.2480 -1.5078
H 0.9647 -3.4566 -1.2900
O -0.3191 -0.6544 -1.1077
H -1.0453 -0.1072 -0.8086
H 0.4355 -0.3473 -0.6052
O 0.5082 -5.1801 1.5313
H 1.0010 -5.9176 1.1715
H 0.3631 -4.6007 0.7833

***

Record 2
13
Properties=species:S:1:pos:R:3 method="wB97M-V/def2-TZVPD" lumo_energy_ev=0.6933 homo_lumo_gap_ha=0.3284 smiles=COc1c[nH]cn1 e_homo_ev=-8.24
C 2.3051 0.4842 -0.2692
O 1.4874 -0.4693 0.4159
C 0.1677 -0.3470 0.2615
C -0.7852 -1.3635 0.6300
N -1.9712 -0.5203 0.5580
C -1.6987 0.6213 -0.0476
N -0.3849 0.7871 -0.2156
H 2.1311 0.3985 -1.3449
H 3.3435 0.2319 -0.0408
H 2.0939 1.5109 0.0441
H -1.3869 -1.6029 -0.3813
H -2.8215 -0.9416 0.8923
H -2.4803 1.2108 -0.5024

***

Record 3
45
Properties=species:S:1:pos:R:3 method="wB97M-V/def2-TZVPD" lumo_energy_ev=0.1346 homo_lumo_gap_ha=0.2873 e_homo_ev=-7.68
C -1.5468 -2.6680 -1.5516
C -1.4082 -3.0066 -0.1015
C -0.3331 -3.9593 0.2836
C 1.0808 -3.3473 0.1744
O 2.0468 -4.0704 0.0771
N 1.1068 -1.9978 0.2292
C 2.2214 -1.1509 0.1827
C 3.5366 -1.6077 0.1804
C 4.5757 -0.6992 0.1630
C 4.3325 0.6674 0.1378
C 3.0125 1.1258 0.1009
C 1.9683 0.2157 0.1338
O 2.7062 2.4641 0.0286
C 3.8079 3.2650 -0.3333
C 5.0443 2.8537 0.4656
O 5.4054 1.5289 0.1530
N -2.0986 -2.5292 0.8581
N -2.9470 -1.4649 0.6250
C -2.4715 -0.2833 0.1640
O -1.3100 -0.1553 -0.2050
C -3.4203 0.8634 0.1458
C -2.8651 2.1377 0.0231
C -3.6589 3.2663 -0.0243
C -5.0380 3.1465 0.0394
C -5.6175 1.8946 0.1472
C -4.8086 0.7753 0.1997
F -5.4194 -0.4304 0.2944
H -2.5897 -2.4570 -1.7894
H -1.1877 -3.4874 -2.1682
H -0.9709 -1.7729 -1.7926
H -0.3387 -4.8517 -0.3430
H -0.4633 -4.2617 1.3249
H 0.2248 -1.4912 0.2598
H 3.7383 -2.6647 0.1989
H 5.6005 -1.0332 0.1742
H 0.9557 0.5858 0.1072
H 4.0192 3.1512 -1.4058
H 3.5245 4.2975 -0.1229
H 4.8236 2.9408 1.5389
H 5.9037 3.4781 0.2162
H -3.7962 -1.5112 1.1698
H -1.7896 2.2110 -0.0347
H -3.2031 4.2399 -0.1139
H -5.6651 4.0236 0.0006
H -6.6880 1.7691 0.1888

***

Record 4
24
Properties=species:S:1:pos:R:3 method="wB97M-V/def2-TZVPD" lumo_energy_ev=0.7099 homo_lumo_gap_ha=0.2892 e_homo_ev=-7.16
C -1.0295 -0.2569 -0.0263
C 0.0981 0.0532 -0.8456
C 1.3081 0.3180 0.8284
C -2.0497 -0.6915 -1.6937
C -1.8160 0.8707 0.5892
C 2.3449 1.3162 0.3779
N 1.8601 -1.0288 0.8825
O -0.9589 -1.4115 0.7208
O 0.8304 -0.8841 -1.4722
H -1.7937 -1.5373 1.1846
H 1.3497 -1.3546 -0.7420
H 0.0380 1.0134 -1.3505
H 0.8373 0.6173 1.7708
H 2.7955 -1.0700 1.2834
H 1.2494 -1.6504 1.4000
H -2.8536 0.5635 0.7326
H -2.4677 -1.6480 -1.3892
H -2.8639 -0.0019 -1.9071
H -1.5270 -0.8396 -2.6326
H -1.3984 1.1416 1.5592
H -1.8021 1.7478 -0.0534
H 3.2258 1.3329 1.0371
H 2.6943 1.0760 -0.6288
H 1.9288 2.3241 0.3748

***

Record 5
47
Properties=species:S:1:pos:R:3 method="wB97M-V/def2-TZVPD" charge=-1 lumo_energy_ev=2.4489 homo_lumo_gap_ha=0.2306 e_homo_ev=-3.83
C 1.0293 -1.2763 0.2197
C 0.9852 -2.5552 -0.6759
C 0.0025 -3.5206 -0.5315
N -0.8824 -4.3061 -0.4875
C 1.8172 -2.7634 -1.7933
N 2.4214 -2.8777 -2.8080
C 2.4815 -0.7637 0.1774
C 2.9860 -0.2553 -1.0289
C 4.2290 0.3832 -1.0821
C 5.0129 0.4740 0.0700
C 4.5294 -0.0188 1.2908
C 3.2837 -0.6614 1.3327
H 0.8505 -1.7596 1.1993
H 2.3697 -0.3051 -1.9282
H 4.5965 0.7902 -2.0234
H 6.0155 0.9128 0.0198
H 5.1345 0.0563 2.2047
H 2.9094 -1.0485 2.2864
C -3.0091 2.9695 3.9866
C -3.4425 2.0150 3.0719
C -2.6872 1.6852 1.9347
C -1.4356 2.2807 1.7017
S -0.3379 1.7576 0.2856
C 0.0356 -0.1480 0.4637
C -1.2619 -0.7722 0.0301
O -1.9777 -1.3859 0.8278
C -1.6473 -0.8324 -1.4246
C -0.7880 -0.3003 -2.4030
C -0.9251 -0.6851 -3.7330
C -1.9404 -1.5963 -4.0673
C -2.8293 -2.1268 -3.1087
C -2.6713 -1.7423 -1.7730
O -1.0960 2.0810 -0.9073
O 0.8730 2.4702 0.5656
C -1.0195 3.2789 2.6041
C -1.8009 3.6160 3.7272
H -3.5640 3.1114 4.9133
H -4.3807 1.4959 3.2668
H -3.1055 0.9546 1.2403
H 0.0208 -0.0583 1.5524
H -0.0208 0.4072 -2.0929
H -0.2612 -0.2642 -4.4922
H -2.0524 -1.9055 -5.1087
H -3.6352 -2.8361 -3.3936
H -3.2555 -2.1789 -0.9722
H -0.0970 3.8328 2.4262
H -1.4590 4.3716 4.4366

***

Record 6
12
Properties=species:S:1:pos:R:3 method="wB97M-V/def2-TZVPD" lumo_energy_ev=0.9839 homo_lumo_gap_ha=0.3917 smiles="C=CC.S" e_homo_ev=-9.68
C 0.7864 -0.0352 0.9803
C 0.3172 -0.3277 -0.2261
C 1.1486 -0.8311 -1.3703
H 0.1227 0.1170 1.8159
H 1.8427 0.1384 1.1222
H -0.7412 -0.5678 -0.3224
H 1.4352 -1.8632 -1.1928
H 0.6193 -0.8089 -2.3255
H 2.0929 -0.3001 -1.5288
S -2.9194 1.9930 1.0421
H -2.9817 0.7941 0.4491
H -1.7228 1.6913 1.5562